1.
ORCA calculation (ωB97M-V/def2-TZVPD) on a 2-piece molecular cluster, C8H22N2O2P overall.

Atoms and positions in Å:
C -2.097064 2.255239 0.325766
C -0.736190 2.212601 -1.865738
C -1.368138 -2.162342 1.010432
C -0.292311 -2.517520 -1.130652
C 1.250182 3.863306 -0.660696
C 1.849157 -3.597655 0.512532
C -0.854427 2.615933 -0.363696
C -0.074142 -1.936857 0.277462
N 0.079068 3.401613 0.077139
N 1.095688 -2.483398 1.034903
O 0.099424 0.223274 1.917560
O 1.992261 -0.139836 0.142950
P 0.439406 -0.001196 0.331386
H -2.451172 1.309760 -0.080613
H -1.887295 2.322759 1.416125
H -2.915656 3.075193 0.216034
H -1.362834 2.997579 -2.244791
H -1.250633 1.224709 -2.049506
H 0.282308 2.160964 -2.168801
H -1.186462 -2.083721 2.082882
H -2.218835 -1.622467 0.660960
H -1.708029 -3.157135 0.850647
H -1.014263 -3.288104 -1.046765
H 0.704083 -2.621658 -1.679183
H -0.771953 -1.856842 -1.896867
H 0.981939 4.644734 -1.345970
H 2.038488 4.259075 -0.049900
H 1.650581 2.998314 -1.219077
H 2.372992 -4.157737 1.394185
H 1.379500 -4.279988 -0.147129
H 2.797738 -3.117863 -0.056873
H 2.254058 -1.000195 0.330255
H -0.125981 3.839076 0.976231
H 0.778751 -2.819434 1.961210
H 0.269759 -0.560184 2.487599

Force components x, y, z for each atom (eV/Å):
C -0.83 2.08 1.38
C -1.63 -1.26 2.55
C 0.69 -0.21 1.06
C 2.05 2.31 -1.56
C 0.25 -1.07 -0.74
C 4.86 0.90 0.41
C 1.28 -0.70 -3.12
C 0.57 1.48 -0.66
N -1.13 0.56 1.17
N -1.62 -1.00 1.16
O 0.40 -0.45 0.47
O 0.35 2.82 -0.96
P -2.64 -1.17 -0.14
H -0.10 0.07 0.55
H -0.38 -0.84 -0.52
H 1.37 -1.28 -0.37
H 0.02 0.54 -1.23
H 0.61 1.18 0.28
H 0.33 0.22 -0.66
H -0.59 0.39 0.11
H -0.35 1.17 -0.06
H 0.07 -1.28 -0.02
H 0.22 -1.62 -0.33
H -1.33 -0.99 0.85
H 0.01 0.32 1.14
H -0.30 0.29 -0.47
H 0.03 -0.07 0.79
H 0.00 0.61 0.34
H -1.19 0.90 -1.59
H -0.69 -0.65 -0.47
H -1.95 -1.41 0.81
H 1.22 -3.03 1.08
H 0.44 -0.19 -0.07
H -0.04 0.65 -0.76
H 0.03 0.74 -0.39

Results
Total charge: +1
Gap between HOMO and LUMO (eV): 8.18
Multiplicity: 1

Atomic partial charges in e from the Löwdin method, atoms 1 to 5: -0.0270, -0.0218, -0.0845, -0.0763, -0.0083

***

2.
ORCA calculation (ωB97M-V/def2-TZVPD) on a 5-piece molecular cluster, C8H22N8O9P overall.

Atoms and positions in Å:
C 3.145960 -1.577859 0.092261
C 2.608675 -0.779745 -1.267608
N 2.547221 0.685070 -0.969369
N 3.711654 1.430590 -1.141811
C 3.474101 2.894035 -0.757258
N 2.016532 3.074090 -0.288501
C 1.528779 1.645283 -0.449700
N 0.242354 1.332430 -0.123820
P -0.601638 -0.220217 -0.255899
O -0.847496 -0.505218 -1.822216
H 3.250389 -2.737208 -0.087256
H 4.257517 -1.181659 0.256159
H 2.553936 -1.293600 1.061723
H 1.650229 -1.256473 -1.739758
H 3.478793 -0.936266 -2.069522
H 4.630654 1.051030 -1.467052
H 4.252486 3.787042 -0.771144
H -0.338016 2.137717 0.263796
H -1.949563 -0.072133 0.305648
H 0.016635 -1.331763 0.418937
C 0.139424 0.124584 4.570097
N 0.389915 -0.666203 3.334943
O -0.197520 -0.310999 2.306500
O 1.169094 -1.621329 3.432777
H -0.561795 0.929106 4.338336
H -0.283320 -0.552722 5.314931
H 1.097257 0.531198 4.900913
C -1.618869 2.711251 -2.802108
N -2.828424 3.565912 -2.659897
O -3.706942 3.451600 -3.522499
O -2.861698 4.327554 -1.686372
H -1.724943 2.095155 -3.697570
H -0.755587 3.373999 -2.890100
H -1.550481 2.085942 -1.909623
C -5.804841 1.560717 -2.231898
N -6.262573 0.715748 -1.096028
O -5.718315 0.896704 -0.000591
O -7.155245 -0.105462 -1.336253
H -5.020879 2.233692 -1.878079
H -5.419705 0.892874 -3.005132
H -6.667039 2.127251 -2.589490
C 1.887551 -4.861320 2.531467
N 2.703667 -5.016939 1.297194
O 3.889416 -4.671146 1.355243
O 2.130798 -5.481706 0.304838
H 2.516548 -4.443716 3.320548
H 1.062404 -4.185450 2.297873
H 1.522898 -5.851441 2.812368

Force components x, y, z for each atom (eV/Å):
C 1.14 0.64 -0.39
C 1.37 -2.38 0.20
N -1.90 3.61 0.94
N -0.74 5.59 1.44
C -4.18 -3.35 0.61
N 5.09 -6.08 -2.80
C 3.03 1.11 -0.67
N -0.18 0.22 0.99
P -2.31 -1.55 -6.52
O 1.43 0.97 5.35
H -0.50 2.43 0.35
H -2.35 -0.89 -0.20
H 0.88 -0.75 -1.96
H 1.47 1.53 1.02
H -2.06 0.58 1.59
H -1.49 0.18 0.42
H -1.67 -2.44 -0.12
H 1.29 -1.29 -0.67
H 1.63 0.45 0.22
H 0.04 1.15 -0.56
C -0.24 0.34 0.14
N 0.59 -0.79 -0.02
O 0.79 -0.41 1.56
O -1.40 1.59 -0.64
H 0.17 -0.27 -0.05
H 0.21 0.06 -0.12
H -0.13 -0.23 -0.01
C 0.08 -0.19 -0.25
N -0.88 0.69 -0.13
O 1.19 0.33 1.37
O -0.10 -1.09 -1.32
H -0.06 0.15 0.28
H -0.16 -0.06 0.13
H -0.04 0.16 -0.29
C 0.23 0.23 -0.02
N -0.56 -0.76 0.61
O -0.71 -0.43 -1.23
O 1.45 1.26 0.59
H -0.37 -0.24 0.03
H -0.22 0.10 0.09
H 0.16 -0.20 -0.01
C 0.04 0.05 0.36
N 0.47 -0.28 -0.83
O -1.53 -0.41 -0.36
O 1.01 0.83 1.34
H -0.08 -0.11 -0.29
H 0.10 -0.24 -0.01
H -0.03 0.19 -0.16

Results
Total charge: +1
Gap between HOMO and LUMO (eV): 8.48
Multiplicity: 1

Atomic partial charges in e from the Löwdin method, atoms 1 to 5: -0.0754, -0.1600, -0.0660, 0.0520, 0.0667

***

3.
ORCA calculation (ωB97M-V/def2-TZVPD) on C8H23Ba2F3O7 as an isolated structure.

Atoms and positions in Å:
Ba 28.100464 1.249184 30.009206
Ba 25.502070 4.290900 28.362134
O 27.546031 3.890419 30.077006
H 27.961916 4.736032 29.854679
C 23.820878 6.059806 30.741784
O 25.244912 6.151526 30.389304
O 23.242504 5.388430 29.715954
C 23.623727 5.600557 32.197987
F 22.315060 5.543841 32.450185
F 24.142573 4.389326 32.461875
F 24.166159 6.491320 33.037986
C 25.891662 7.330541 30.883642
C 27.248380 7.502278 30.180621
H 27.735942 8.349520 30.661761
H 27.798011 6.571110 30.296511
H 27.112361 7.754089 29.127446
H 26.088624 7.234444 31.950800
H 25.313577 8.238511 30.704249
H 23.452713 7.094981 30.737425
C 28.137178 5.087811 33.592321
O 27.073983 4.417360 32.924720
H 28.902355 4.407692 33.970127
H 28.594315 5.825692 32.924722
H 27.754202 5.664548 34.433940
H 27.227578 4.394513 31.956443
C 30.989226 4.423276 31.143510
O 29.990940 3.410318 31.205557
H 31.780372 4.200882 31.857415
H 31.432722 4.496435 30.146321
H 30.621245 5.411475 31.435283
H 29.188447 3.742962 30.759860
C 28.077495 4.844453 26.008030
O 27.775339 5.648407 27.166571
H 27.213041 4.284427 25.656758
H 28.428465 5.513961 25.219489
H 28.945699 4.205764 26.200711
H 28.566562 6.172921 27.337023
C 26.586763 1.137199 33.754987
O 27.299286 1.782085 32.695628
H 25.552910 1.488892 33.776977
H 26.588351 0.057848 33.619049
H 27.024297 1.349536 34.730917
H 27.268895 2.768127 32.810122

Force components x, y, z for each atom (eV/Å):
Ba 0.43 1.30 2.03
Ba -1.66 2.15 1.49
O -0.09 -1.30 -0.83
H -0.16 -0.10 -0.11
C -0.79 0.50 -2.51
O 0.51 0.34 0.55
O 1.56 -1.26 0.71
C -0.52 -0.37 -0.73
F 0.12 -0.01 0.08
F 0.21 -0.13 0.01
F 0.16 -0.11 0.21
C 1.25 -0.03 -0.28
C -1.18 0.15 0.24
H 0.39 -0.22 -0.06
H 0.49 0.12 0.04
H 0.06 -0.13 -0.06
H -0.22 0.01 0.05
H -0.38 -0.22 0.03
H 0.03 0.21 0.31
C 0.36 0.73 -0.02
O 0.02 -0.55 -0.53
H -0.04 -0.12 -0.15
H 0.12 -0.14 0.02
H -0.28 -0.23 -0.03
H -0.14 0.41 0.50
C 0.73 0.46 0.06
O -0.61 -0.58 -0.45
H -0.08 -0.29 -0.09
H -0.03 -0.05 0.06
H -0.32 -0.15 -0.08
H 0.20 0.17 0.43
C 1.26 0.82 -0.19
O -0.40 -0.78 -0.01
H -0.10 0.05 0.14
H -0.44 -0.16 -0.25
H -0.35 -0.35 0.13
H -0.24 0.20 0.17
C -0.57 0.15 0.50
O 0.52 -0.51 -1.43
H 0.04 -0.06 -0.05
H 0.13 0.03 -0.21
H 0.20 0.07 -0.14
H -0.21 0.00 0.47

Results
Total charge: +2
Gap between HOMO and LUMO (eV): 5.06
Multiplicity: 1

Atomic partial charges in e from the Löwdin method, atoms 1 to 5: 1.9476, 1.9434, -0.7394, -0.0703, -0.4770

***

4.
ORCA calculation (ωB97M-V/def2-TZVPD) on C8H23CuN10O7 as an isolated structure.

Atoms and positions in Å:
Cu -6.831709 0.023226 1.922660
N -1.079409 0.161588 1.793867
O -0.597389 1.277411 1.676874
O -0.543791 -0.750476 2.343331
O -2.197973 0.020349 1.353743
C -4.414273 -1.928466 7.209622
O -4.944768 -1.659260 6.160320
N -3.211547 -2.360655 7.232731
N -4.999628 -1.911219 8.395338
H -2.625233 -2.311816 6.411791
H -2.795872 -2.682899 8.094983
H -5.989556 -1.722036 8.329305
H -4.640250 -2.331811 9.240364
C -2.816555 6.058416 -3.293436
O -2.115872 6.081927 -2.301516
N -2.406337 5.922224 -4.513723
N -4.082164 6.350639 -3.223725
H -2.955542 6.032881 -5.354099
H -1.479020 5.526784 -4.575444
H -4.442424 6.695228 -2.345327
H -4.670510 6.325033 -4.044266
C 5.214333 -2.899009 -1.620330
O 5.244949 -4.157143 -1.471350
N 4.495282 -2.048391 -0.988807
N 5.943567 -2.353426 -2.513406
H 4.683761 -1.065037 -1.121511
H 3.782933 -2.333883 -0.332188
H 6.583290 -2.896593 -3.075368
H 5.837427 -1.354502 -2.618262
C 5.271802 0.892439 4.518642
O 4.695150 1.953692 4.397593
N 4.659061 -0.242635 4.782550
N 6.536067 0.682721 4.447580
H 5.246718 -1.062737 4.829400
H 3.664221 -0.346166 4.642291
H 6.965114 -0.221036 4.308874
H 7.202213 1.437746 4.526764
C -0.144254 -2.038243 -5.816220
C -0.834032 -1.228995 -4.733321
C -2.185279 -0.624952 -5.071417
C -3.275941 -1.610383 -5.301185
N -4.179041 -2.314060 -5.494439
H -0.786019 -2.725220 -6.367861
H 0.550687 -2.664803 -5.257144
H 0.420905 -1.424251 -6.517441
H -0.282782 -0.326656 -4.468730
H -0.915995 -1.891590 -3.871721
H -2.004557 -0.054345 -5.982384
H -2.549755 0.100391 -4.344003

Force components x, y, z for each atom (eV/Å):
Cu 0.10 -0.07 0.14
N 0.22 0.01 0.59
O 0.54 0.59 -0.11
O 1.14 -0.68 0.55
O -1.93 0.08 -1.01
C -1.37 -0.24 -0.56
O -1.71 1.27 -1.78
N 5.49 -1.71 0.41
N -2.41 0.61 1.84
H -0.33 -0.09 0.22
H 0.15 0.17 -0.35
H 0.16 -0.11 0.45
H -0.05 0.16 -0.38
C 0.54 1.31 2.37
O 1.05 -0.73 0.68
N 2.80 -1.44 -3.69
N -4.41 0.69 0.56
H 0.14 -0.10 0.43
H -0.11 0.25 -0.46
H 0.01 -0.14 -0.34
H -0.03 0.15 0.46
C 0.51 -7.44 0.35
O -0.68 2.14 0.42
N -3.34 2.97 3.17
N 3.14 2.65 -3.69
H -0.43 -0.25 0.36
H 0.39 0.04 -0.15
H -0.23 0.25 0.23
H 0.64 -0.33 -0.67
C -2.95 1.55 -0.05
O -0.14 0.90 -0.04
N -2.15 -3.14 0.47
N 6.35 0.35 -0.47
H -0.73 -0.07 0.10
H 0.35 0.09 0.05
H -0.34 0.24 0.17
H -0.40 0.04 -0.24
C 0.41 -0.10 0.25
C -0.49 0.13 0.49
C -0.61 -0.47 -0.76
C -0.83 -0.25 -0.39
N 1.31 0.84 0.37
H -0.25 0.18 0.05
H 0.33 -0.08 -0.42
H -0.11 -0.03 -0.05
H 0.64 -0.37 0.22
H -0.08 0.32 0.28
H -0.47 0.00 -0.26
H 0.15 -0.15 0.23

Results
Total charge: +1
Gap between HOMO and LUMO (spin up / spin down) (eV): 3.22 / 3.22
Multiplicity: 2

Atomic partial charges in e from the Löwdin method, atoms 1 to 5: 0.9940, -0.6283, 0.2397, 0.2048, 0.1859

***

5.
ORCA calculation (ωB97M-V/def2-TZVPD) on C8H23HgO8S as an isolated structure.

Atoms and positions in Å:
Hg -0.297433 -0.624600 0.061218
C 3.200674 1.232418 2.828812
C 2.476336 0.234352 1.923470
O 1.237391 0.456002 1.336285
H 2.685692 1.352774 3.781920
H 3.489084 2.185864 2.386239
H 4.129935 0.769305 3.160620
H 2.511504 -0.752834 2.384273
H 3.168352 0.068136 1.097893
S -0.671231 -3.574112 0.020973
O -1.751837 -4.360460 0.624745
O 0.063900 -2.768517 0.954767
O 0.077868 -4.602388 -0.655419
O -1.153414 -2.579384 -0.874664
C 3.120049 0.804182 -1.783403
C 2.097173 -0.135336 -2.514039
O 1.439306 -1.002038 -1.611494
H 3.485978 1.530305 -2.509304
H 3.893723 0.138185 -1.401330
H 2.777221 1.484675 -1.003981
H 2.562161 -0.688291 -3.330199
H 1.390850 0.533147 -3.006327
H 1.701115 -1.893440 -1.853272
C -3.106590 1.650768 -2.928466
C -1.875646 0.773282 -2.595727
O -1.604015 0.817087 -1.227944
H -3.156347 2.513061 -2.263567
H -4.007561 1.104606 -2.649061
H -3.158749 1.817337 -4.004395
H -0.972728 1.123424 -3.095966
H -2.081670 -0.260111 -2.874586
H -1.733582 1.739977 -0.997531
C -1.518222 0.571383 3.114481
C -2.729310 0.061672 2.294831
O -2.231520 -0.801128 1.313166
H -1.132788 1.451125 2.599125
H -0.746619 -0.184162 3.262384
H -1.824155 0.950891 4.089408
H -3.475017 0.763692 1.921743
H -3.297130 -0.566492 2.981177
H -2.982751 -1.334360 1.043145

Force components x, y, z for each atom (eV/Å):
Hg 2.09 -0.86 1.31
C -0.50 -0.25 0.66
C 0.37 -1.38 -1.88
O -1.01 1.45 0.47
H -0.40 0.55 -0.04
H -0.43 0.11 -0.10
H 0.25 -0.27 -0.32
H -0.20 -0.19 0.74
H 0.71 0.03 -0.42
S -1.31 -6.53 1.48
O -1.43 1.21 1.21
O 2.77 1.56 3.42
O 2.66 -0.13 -1.58
O -2.76 4.43 -4.76
C -0.20 -0.74 -0.88
C 0.32 1.92 0.75
O 0.55 0.06 -0.84
H 0.56 -0.34 -0.41
H 0.31 0.48 0.12
H -0.73 -0.77 0.35
H 0.32 -0.10 0.19
H -0.53 -0.13 0.01
H -0.44 -0.49 0.44
C 0.13 -1.34 0.44
C -0.58 0.25 -1.20
O -0.59 0.51 0.70
H 0.34 0.58 -0.59
H -0.05 -0.24 -0.09
H 0.02 0.58 0.19
H -0.08 -0.01 -0.50
H 0.24 -0.02 0.08
H 0.27 0.07 0.62
C -1.04 1.21 -0.63
C 0.53 -0.92 2.38
O -0.96 0.18 -0.39
H 0.66 -0.21 -0.03
H -0.17 0.01 -0.38
H -0.26 -0.15 0.11
H 0.48 0.68 -0.24
H -0.28 -0.14 0.21
H 0.39 -0.69 -0.59

Results
Total charge: -1
Gap between HOMO and LUMO (eV): 5.79
Multiplicity: 1

Atomic partial charges in e from the Löwdin method, atoms 1 to 5: 1.2219, -0.1119, -0.4707, -0.4069, 0.0531

***

6.
ORCA calculation (ωB97M-V/def2-TZVPD) on C8H24Cl2NiO12 as an isolated structure.

Atoms and positions in Å:
Ni 0.045947 -0.050070 -0.190469
Cl 1.894464 -2.776450 1.053616
O 0.720502 -1.953990 0.719533
O 3.050277 -1.913110 0.962402
O 1.757995 -3.296101 2.374486
O 1.951273 -3.847344 0.105622
Cl -3.516512 -1.285062 1.020431
O -2.136576 -0.858163 0.746802
O -3.880190 -0.689574 2.274077
O -4.338911 -0.822659 -0.062636
O -3.546071 -2.710167 1.142543
C 4.165126 1.371229 -0.279758
C 2.705379 1.748079 -0.206751
O 1.973599 0.543680 -0.605560
H 4.510980 1.228295 -1.310654
H 4.430912 0.440303 0.218406
H 4.763095 2.207203 0.088386
H 2.427781 2.544882 -0.898902
H 2.375933 2.035149 0.786519
H 2.530276 0.153046 -1.286780
C 1.364615 0.156272 3.333792
C -0.014095 0.488561 2.790196
O 0.075610 1.136927 1.492431
H 1.901543 -0.510286 2.659971
H 1.299118 -0.385975 4.280125
H 1.970367 1.030461 3.594566
H -0.544480 1.017051 3.580773
H -0.480399 -0.482805 2.632679
H -0.054373 2.071083 1.673884
C -2.436899 2.846107 0.160754
C -2.261367 1.911323 -1.019970
O -0.878025 1.472135 -1.217177
H -2.261744 2.346054 1.114239
H -3.457436 3.221651 0.150281
H -1.690238 3.641455 0.088953
H -2.517071 2.479928 -1.915646
H -2.928166 1.054592 -0.931607
H -0.604236 1.904181 -2.028202
C -1.198008 -2.128560 -3.828151
C -1.071664 -2.077424 -2.326277
O -0.103702 -1.065206 -1.943987
H -1.251806 -1.124225 -4.258246
H -2.114537 -2.646658 -4.104793
H -0.352274 -2.578468 -4.354628
H -0.929548 -3.042578 -1.842373
H -2.001295 -1.697270 -1.898812
H 0.654834 -1.107506 -2.534093

Force components x, y, z for each atom (eV/Å):
Ni -0.26 -1.04 0.61
Cl 0.72 -0.41 -0.11
O -1.04 0.98 -0.11
O -0.01 -0.13 -0.13
O -0.21 0.36 -0.01
O 0.12 0.28 -0.14
Cl 0.35 -0.33 0.97
O 1.17 0.40 -0.69
O -0.31 0.27 -0.25
O -0.15 0.10 -0.16
O -0.03 0.17 -0.46
C 0.69 0.67 -0.36
C -0.05 -0.86 -0.32
O -0.25 0.67 -0.11
H -0.32 0.13 -0.12
H -0.35 0.16 0.49
H 0.11 -0.18 0.20
H 0.18 0.09 0.00
H 0.01 -0.30 0.10
H -0.18 -0.48 0.12
C 0.48 0.09 0.22
C 1.11 -1.91 0.93
O -0.24 0.09 0.99
H 0.13 0.25 -0.06
H -0.40 -0.10 -0.08
H -0.03 0.12 -0.38
H -0.49 0.58 -0.72
H -0.49 0.29 -0.17
H -0.06 0.14 -0.67
C 0.80 -0.43 0.12
C -0.55 0.39 0.06
O -0.62 0.50 0.36
H -0.24 -0.20 -0.07
H 0.06 0.20 0.04
H -0.32 0.30 -0.05
H -0.10 -0.21 -0.11
H 0.27 -0.19 -0.05
H 0.47 -0.33 0.00
C 0.22 0.24 -0.46
C -1.11 0.48 0.13
O 0.34 -0.30 -0.12
H -0.28 0.10 0.26
H 0.08 -0.14 -0.03
H 0.00 -0.37 0.29
H 0.68 0.07 -0.03
H -0.02 -0.01 -0.04
H 0.09 -0.21 0.11

Results
Gap between HOMO and LUMO (spin up / spin down) (eV): 8.68 / 8.53
Multiplicity: 3

Atomic partial charges in e from the Löwdin method, atoms 1 to 5: 0.7873, 0.6736, -0.3987, -0.3598, -0.2992

***

Which F_max belongs to each record? In order, 0.0965, 0.1635, 0.0602, 0.1451, 0.1375, 0.0467 Eh/bohr.